(1)
63
Properties=species:S:1:pos:R:3:lowdin_charge:R:1 method="wB97M-V/def2-TZVPD" smiles="CCN(CC)S(=O)(=O)c1ccc2[nH]cc(C(=O)NCCc3ccc(OC)c(OC)c3)c(=O)c2c1" orbital_gap_ev=7.638 e_lumo_ev=-0.2 de_lowest_kcal_mol=23.58
C -2.21 -2.14 -1.76 -0.0607
H -1.36 -1.49 -1.53 0.0675
H -2.59 -1.89 -2.75 0.0694
H -1.86 -3.17 -1.77 0.0699
C -3.31 -1.99 -0.71 -0.2419
N -3.80 -0.64 -0.58 -0.2618
S -3.84 0.11 0.89 0.6802
O -5.14 0.69 1.12 -0.2808
O -3.31 -0.78 1.87 -0.2854
C -2.66 1.45 0.70 -0.2570
C -1.40 1.15 0.26 0.0233
C -0.44 2.15 0.15 -0.0413
C -0.77 3.46 0.53 -0.1680
C -2.07 3.75 0.96 0.0091
C -3.01 2.75 1.04 -0.0376
H -4.02 2.94 1.37 0.1173
H -2.33 4.77 1.24 0.1164
N 0.20 4.43 0.49 0.1025
C 1.48 4.12 0.20 0.0078
C 1.88 2.88 -0.20 -0.0267
C 0.90 1.81 -0.35 -0.3021
O 1.12 0.71 -0.85 0.0519
C 3.36 2.66 -0.35 -0.4600
O 4.15 3.52 0.02 0.0461
N 3.70 1.48 -0.89 0.0822
C 5.01 0.91 -0.73 -0.1570
H 5.18 0.23 -1.56 0.1196
H 5.74 1.71 -0.75 0.1182
C 5.10 0.14 0.61 -0.1195
C 3.85 -0.68 0.82 -0.2496
C 2.85 -0.26 1.68 -0.0500
C 1.68 -0.98 1.80 -0.0189
C 1.46 -2.15 1.07 -0.1941
C 2.47 -2.58 0.19 -0.1822
C 3.64 -1.84 0.09 0.0433
H 4.39 -2.20 -0.60 0.1312
O 2.45 -3.68 -0.62 -0.0652
C 1.34 -4.54 -0.67 -0.0734
H 0.43 -4.01 -0.96 0.0785
H 1.59 -5.29 -1.42 0.0937
H 1.17 -5.04 0.29 0.0959
O 0.31 -2.89 1.18 -0.1223
C -0.57 -2.63 2.25 -0.0750
H -0.04 -2.60 3.20 0.1010
H -1.27 -3.46 2.25 0.0995
H -1.13 -1.70 2.11 0.0646
H 0.91 -0.62 2.47 0.1096
H 2.98 0.65 2.25 0.1173
H 5.98 -0.49 0.60 0.1158
H 5.19 0.87 1.42 0.1145
H 2.94 0.83 -1.05 0.1043
H 2.22 4.90 0.29 0.1440
H -0.05 5.37 0.76 0.1633
H -1.13 0.14 -0.01 0.1155
C -4.64 -0.08 -1.61 -0.2435
C -3.91 0.98 -2.44 -0.0619
H -4.56 1.32 -3.24 0.0755
H -3.01 0.56 -2.88 0.0711
H -3.64 1.82 -1.82 0.0638
H -5.00 -0.89 -2.26 0.1251
H -5.51 0.37 -1.12 0.1070
H -2.93 -2.26 0.28 0.0943
H -4.14 -2.67 -0.95 0.1256


(2)
58
Properties=species:S:1:pos:R:3:lowdin_charge:R:1 method="wB97M-V/def2-TZVPD" smiles=OCC[C@@H]1CN(Cc2cnc(-c3ccccc3)s2)CCN1CCc1ccccc1 orbital_gap_ev=8.570 e_lumo_ev=0.2 de_lowest_kcal_mol=33.11
O -0.10 3.93 1.15 -0.0646
C -0.99 3.26 0.30 -0.2611
H -1.60 4.04 -0.18 0.1192
C -0.30 2.42 -0.78 -0.1249
H 0.25 3.08 -1.45 0.1063
H -1.08 1.94 -1.38 0.1201
C 0.62 1.32 -0.25 -0.2865
N 1.74 1.79 0.59 -0.1345
C 2.52 0.63 1.00 -0.1653
C 1.68 -0.36 1.79 -0.1730
N 0.60 -0.83 0.95 -0.1825
C -0.20 0.31 0.57 -0.1442
H -1.04 -0.04 -0.05 0.1276
H -0.61 0.81 1.46 0.1334
C -0.19 -1.88 1.56 -0.2186
C -1.09 -2.50 0.55 -0.5125
C -2.43 -2.73 0.62 -0.1808
N -2.98 -3.32 -0.47 0.0521
C -2.11 -3.55 -1.39 -0.5206
C -2.41 -4.17 -2.66 -0.2311
C -3.73 -4.57 -2.94 -0.0247
C -4.03 -5.16 -4.14 -0.0793
C -3.05 -5.37 -5.09 -0.0883
C -1.74 -4.98 -4.83 -0.0828
C -1.43 -4.38 -3.62 -0.0588
H -0.41 -4.08 -3.42 0.0835
H -0.97 -5.14 -5.57 0.1031
H -3.29 -5.83 -6.04 0.1007
H -5.05 -5.47 -4.35 0.1029
H -4.48 -4.40 -2.19 0.1090
S -0.47 -3.05 -0.97 1.1132
H -3.06 -2.49 1.45 0.1137
H -0.80 -1.51 2.41 0.1345
H 0.51 -2.63 1.94 0.1251
H 2.30 -1.20 2.09 0.1252
H 1.29 0.14 2.71 0.1316
H 3.34 0.97 1.63 0.1034
H 2.93 0.11 0.12 0.1347
C 2.59 2.76 -0.10 -0.1783
H 1.96 3.55 -0.50 0.1099
C 3.62 3.43 0.82 -0.1289
C 2.95 4.18 1.94 -0.2488
C 2.74 3.57 3.18 -0.0509
C 2.09 4.25 4.19 -0.0827
C 1.65 5.55 3.99 -0.0914
C 1.86 6.16 2.77 -0.0814
C 2.51 5.48 1.75 -0.0502
H 2.67 5.96 0.80 0.1162
H 1.52 7.17 2.60 0.1030
H 1.14 6.08 4.78 0.0997
H 1.93 3.77 5.14 0.1008
H 3.08 2.56 3.35 0.1043
H 4.18 4.14 0.20 0.1184
H 4.33 2.71 1.22 0.1042
H 3.12 2.28 -0.94 0.1307
H 1.03 0.77 -1.12 0.1548
H -1.67 2.62 0.88 0.1082
H 0.56 3.29 1.45 0.0575


(3)
58
Properties=species:S:1:pos:R:3:lowdin_charge:R:1 method="wB97M-V/def2-TZVPD" smiles=OCC[C@@H]1CN(Cc2nc(-c3ccccc3)cs2)CCN1CCc1ccccc1 orbital_gap_ev=8.473 e_lumo_ev=0.6 de_lowest_kcal_mol=36.96
O 1.26 1.09 -3.04 -0.0889
C -0.02 0.58 -2.82 -0.2629
C -0.26 0.24 -1.34 -0.1285
H -1.31 0.00 -1.19 0.1109
H -0.03 1.13 -0.76 0.1028
C 0.60 -0.95 -0.90 -0.2770
N 2.03 -0.63 -0.98 -0.1456
C 2.47 0.16 0.17 -0.1342
C 2.10 -0.51 1.51 -0.1526
N 0.68 -0.77 1.63 -0.1549
C -0.10 0.39 2.03 -0.1917
C -1.54 0.03 2.18 -0.5761
N -2.47 0.44 1.40 0.1016
C -3.70 -0.04 1.74 -0.3293
C -3.68 -0.87 2.84 -0.3435
S -2.08 -1.04 3.45 1.0613
H -4.49 -1.39 3.31 0.0619
C -4.86 0.34 0.94 -0.1729
C -4.67 1.11 -0.20 -0.0309
C -5.74 1.48 -0.98 -0.0812
C -7.02 1.09 -0.64 -0.0933
C -7.22 0.32 0.49 -0.0867
C -6.15 -0.06 1.28 -0.0339
H -6.32 -0.65 2.17 0.1033
H -8.22 0.01 0.77 0.1016
H -7.86 1.38 -1.25 0.0996
H -5.58 2.08 -1.87 0.1022
H -3.66 1.42 -0.46 0.0997
H 0.29 0.71 3.00 0.1240
H -0.04 1.23 1.33 0.1139
C 0.21 -1.52 0.48 -0.1249
H 0.65 -2.52 0.57 0.1275
H -0.88 -1.62 0.54 0.1152
H 2.62 -1.47 1.59 0.1184
H 2.42 0.12 2.34 0.1227
H 2.00 1.14 0.11 0.1218
H 3.54 0.30 0.10 0.1153
C 2.91 -1.73 -1.31 -0.1670
H 2.32 -2.58 -1.66 0.1223
C 3.89 -1.35 -2.43 -0.1223
C 4.89 -0.32 -1.99 -0.2535
C 5.94 -0.68 -1.17 -0.0554
C 6.85 0.27 -0.72 -0.0875
C 6.71 1.59 -1.10 -0.0959
C 5.67 1.96 -1.93 -0.0777
C 4.76 1.01 -2.37 -0.0404
H 3.94 1.31 -3.02 0.1076
H 5.55 2.99 -2.23 0.1035
H 7.42 2.33 -0.76 0.0990
H 7.67 -0.03 -0.08 0.1006
H 6.06 -1.71 -0.87 0.1131
H 3.32 -0.98 -3.29 0.1153
H 4.42 -2.26 -2.74 0.1183
H 3.48 -2.07 -0.44 0.1168
H 0.41 -1.75 -1.63 0.1441
H -0.18 -0.32 -3.43 0.1161
H -0.73 1.34 -3.15 0.1154
H 1.87 0.57 -2.48 0.0324


(4)
59
Properties=species:S:1:pos:R:3:lowdin_charge:R:1 method="wB97M-V/def2-TZVPD" orbital_gap_ev=3.281 total_charge=+1 e_lumo_ev=-6.0
Tl -0.01 -0.89 -0.38 0.9047
C -4.58 -2.40 -2.07 -0.0281
C -3.21 -2.11 -2.00 -0.0960
N -2.74 -1.28 -1.05 0.0441
C -3.68 -0.49 -0.46 -0.1629
C -5.07 -0.56 -0.67 -0.1834
C -5.54 -1.64 -1.39 0.0108
C -5.96 0.40 -0.18 -0.0129
C -5.51 1.37 0.68 -0.0494
C -4.15 1.48 0.99 -0.0183
C -3.29 0.47 0.55 -0.2080
N -2.01 0.35 1.05 0.0710
C -1.67 1.01 2.27 -0.1927
C -2.57 1.32 3.26 -0.0368
C -2.19 2.12 4.38 -0.0444
C -0.93 2.67 4.48 -0.0247
C 0.07 2.27 3.57 -0.1495
C 1.43 2.71 3.70 0.0192
C 2.28 2.46 2.62 -0.0312
C 1.88 1.56 1.60 -0.1264
N 0.70 0.99 1.56 0.0252
C -0.26 1.46 2.42 -0.1217
H -4.96 -3.22 -2.72 0.1293
H -2.55 -2.61 -2.64 0.0982
H -6.55 -1.99 -1.40 0.1229
H -6.97 0.31 -0.59 0.1280
H -6.23 2.03 1.21 0.1315
H -3.71 2.28 1.60 0.1260
H -3.56 0.94 3.22 0.1104
H -2.79 2.06 5.33 0.1296
H -0.71 3.41 5.31 0.1436
H 1.74 3.24 4.58 0.1166
H 3.30 2.89 2.59 0.1225
H 2.65 1.31 0.84 0.1167
C 5.15 -3.82 0.16 -0.4265
Te 3.04 -3.93 0.73 0.9751
C 3.43 -3.54 2.87 -0.4351
H 5.16 -3.50 -0.84 -0.0463
H 5.52 -4.88 0.18 0.0154
H 5.50 -3.16 0.98 0.0028
H 2.40 -3.44 3.33 0.0141
H 3.88 -2.52 2.77 -0.0125
H 4.11 -4.31 3.23 -0.0021
C 3.59 1.63 -2.70 -0.1980
Si 2.23 0.46 -3.37 0.4738
C 1.88 1.09 -5.15 -0.1608
C 3.19 -1.24 -3.35 -0.1851
C 0.64 0.56 -2.36 -0.2987
H 4.48 1.49 -3.33 0.0397
H 3.89 1.27 -1.69 0.0255
H 3.25 2.66 -2.65 0.0253
H 0.86 1.32 -5.18 -0.0129
H 2.15 0.44 -5.97 0.0276
H 2.46 2.06 -5.20 0.0549
H 4.15 -1.04 -3.85 0.0266
H 2.69 -2.09 -3.88 0.0392
H 3.36 -1.49 -2.30 0.0046
H -0.27 0.52 -2.95 -0.0292
H 0.55 1.53 -1.72 0.0183


Per-record total energy, eV: -52949.3745, -42711.9458, -42711.7792, -49683.0416